(1)
ORCA calculation (ωB97M-V with the def2-TZVPD basis set) on C42H44MgN2O3STe as an isolated structure.

Geometry as XYZ:
```
94
Properties=species:S:1:pos:R:3:lowdin_charge:R:1
Mg 1.323 -0.642 -1.454 0.8178
C -0.374 -2.610 -3.005 -0.0735
N 1.051 -2.449 -2.781 -0.3254
C 1.600 -3.574 -2.044 -0.0923
C 1.746 -2.265 -4.055 -0.1675
C 2.411 -0.913 -4.172 -0.2614
C 2.949 -0.568 -5.410 -0.0674
C 3.550 0.659 -5.602 -0.0984
C 3.607 1.547 -4.543 -0.0972
C 3.082 1.192 -3.313 -0.1601
C 2.480 -0.043 -3.096 -0.1391
H -0.595 -3.548 -3.538 0.1062
H -0.734 -1.775 -3.607 0.1039
H -0.909 -2.596 -2.057 0.0408
H 1.392 -4.531 -2.546 0.1031
H 1.183 -3.593 -1.040 0.0342
H 2.679 -3.447 -1.957 0.1033
H 1.050 -2.368 -4.899 0.1273
H 2.506 -3.046 -4.181 0.1296
H 2.881 -1.264 -6.234 0.1048
H 3.962 0.932 -6.565 0.0974
H 4.052 2.523 -4.671 0.0959
H 3.124 1.923 -2.516 0.0340
C -1.604 3.222 3.820 -0.0474
C -0.963 2.176 2.959 -0.2587
C -0.595 0.949 3.469 0.0126
C -0.034 -0.072 2.691 -0.0659
C 0.406 -1.273 3.398 -0.3336
O 1.401 -1.921 3.108 0.0880
C -0.484 -1.685 4.531 -0.1815
C 0.044 -2.172 5.719 -0.0120
C -0.799 -2.584 6.736 -0.0775
C -2.172 -2.546 6.564 -0.0843
C -2.706 -2.088 5.370 -0.0695
C -1.868 -1.642 4.365 -0.0538
C 0.176 0.111 1.294 -0.3047
O 0.603 -0.784 0.468 -0.1671
C -0.138 1.423 0.829 -0.1231
C -0.708 2.402 1.608 0.0191
C 0.308 1.662 -0.545 -0.2439
N 1.549 1.637 -0.856 0.0272
C 2.580 1.502 0.150 -0.3150
C 2.891 2.802 0.870 -0.4499
Te 3.286 4.441 -0.498 1.2610
C 1.236 5.042 -0.626 -0.5492
C 0.590 5.663 0.432 -0.1565
C -0.748 6.006 0.325 -0.1027
C -1.442 5.731 -0.841 -0.0848
C -0.793 5.135 -1.909 -0.0828
C 0.544 4.797 -1.799 -0.1612
C -0.707 1.761 -1.596 -0.1542
C -0.359 1.906 -2.942 -0.0315
C -1.350 2.047 -3.895 -0.0696
C -2.688 2.026 -3.532 -0.0788
C -3.042 1.825 -2.209 -0.0626
C -2.057 1.688 -1.250 0.0015
H -1.734 2.848 4.833 0.0744
H -2.583 3.487 3.423 0.0795
H -1.002 4.129 3.855 0.0762
H -0.708 0.773 4.530 0.1245
H 1.116 -2.225 5.839 0.1196
H -0.385 -2.947 7.663 0.1018
H -2.831 -2.881 7.353 0.1018
H -3.776 -2.081 5.215 0.1053
H -2.279 -1.280 3.435 0.1244
H -0.929 3.361 1.159 0.1183
H 3.478 1.169 -0.386 0.1100
H 2.336 0.743 0.904 0.1165
H 3.785 2.668 1.473 0.0457
H 2.070 3.102 1.515 0.0451
H 1.127 5.884 1.345 0.0962
H -1.251 6.487 1.154 0.1041
H -2.491 5.978 -0.915 0.1026
H -1.327 4.920 -2.824 0.1046
H 1.055 4.335 -2.629 0.0896
H 0.685 1.936 -3.217 0.0957
H -1.075 2.173 -4.931 0.1084
H -3.452 2.170 -4.282 0.1029
H -4.084 1.764 -1.931 0.1060
H -2.331 1.530 -0.218 0.1186
O -2.110 -2.489 0.098 -0.5139
S -0.871 -3.254 0.299 0.9017
C -0.889 -3.869 2.040 -0.2792
C -0.937 -5.384 2.028 -0.2268
C -1.810 -5.760 0.840 -0.2438
C -1.246 -4.981 -0.328 -0.2926
H -1.775 -3.433 2.496 0.0874
H 0.009 -3.485 2.510 0.0628
H -1.336 -5.765 2.969 0.1167
H 0.067 -5.792 1.899 0.1150
H -2.831 -5.436 1.037 0.1163
H -1.821 -6.836 0.655 0.1131
H -1.933 -4.893 -1.163 0.0912
H -0.303 -5.400 -0.668 0.0763
```

Computed properties:
HOMO level in eV: -7.70
Molecular weight in g mol⁻¹: 808.797
Frontier orbital gap in eV: 7.81

---

(2)
ORCA calculation (ωB97M-V with the def2-TZVPD basis set) on a 9-piece molecular cluster, C42H44N9O17 overall.

Geometry as XYZ:
```
112
Properties=species:S:1:pos:R:3:lowdin_charge:R:1
N -0.144 -0.615 -0.454 -0.6276
O -0.923 -0.720 -1.448 -0.0891
O 0.100 0.421 0.077 -0.0494
O 0.575 -1.628 -0.178 -0.0774
C -3.898 -3.085 1.202 -0.0835
C -4.869 -2.834 2.427 -0.0331
C -4.734 -1.658 3.314 0.0170
C -3.658 -0.537 2.844 -0.0831
C -2.817 -0.822 1.620 0.1055
C -3.015 -2.146 0.824 -0.0547
N -3.456 0.681 3.608 -0.3047
O -2.647 1.630 3.188 -0.0284
O -4.328 1.065 4.402 0.0363
H -4.135 -3.842 0.585 0.0367
H -5.711 -3.684 2.517 0.1223
H -5.448 -1.510 4.134 0.0776
H -2.120 0.017 1.389 0.0880
H -2.514 -2.539 -0.108 0.0955
C 3.737 -2.476 -0.058 -0.0320
C 5.152 -2.999 -0.401 -0.0285
C 5.684 -4.330 0.214 -0.0114
C 4.785 -5.229 1.053 -0.1106
C 3.346 -4.788 1.379 0.0620
C 2.959 -3.389 0.772 -0.0719
N 5.223 -6.571 1.616 -0.4056
O 6.452 -6.735 1.522 0.0101
O 4.447 -7.246 2.167 0.1043
H 3.229 -1.600 -0.137 0.0207
H 5.831 -2.393 -0.991 0.0580
H 6.862 -4.695 -0.004 0.1462
H 2.588 -5.213 2.127 0.1195
H 1.984 -3.180 1.203 0.0566
C -1.600 5.141 -0.325 -0.1478
C -2.179 6.141 -1.201 -0.0462
C -2.112 5.868 -2.749 0.0346
C -1.735 4.480 -3.280 -0.1077
C -1.033 3.533 -2.255 0.0430
C -1.062 3.914 -0.736 -0.0613
N -1.694 4.117 -4.706 -0.3801
O -2.320 4.975 -5.420 0.0086
O -1.286 3.049 -4.972 0.0990
H -1.479 5.334 0.715 0.0800
H -2.777 7.125 -0.809 0.1371
H -2.363 6.595 -3.536 0.0804
H -0.553 2.562 -2.642 0.1014
H -0.680 2.941 -0.085 0.1401
C -5.048 1.939 -3.925 -0.0294
C -4.016 0.937 -3.512 -0.0203
C -4.366 -0.359 -2.950 0.0844
C -5.883 -0.697 -2.647 -0.0766
C -6.969 0.326 -3.102 0.0667
C -6.454 1.625 -3.739 -0.0742
N -6.270 -1.990 -2.204 -0.3276
O -5.291 -2.846 -1.978 -0.0166
O -7.467 -2.184 -1.928 0.0537
H -4.815 2.954 -4.433 0.1192
H -3.114 0.953 -3.693 -0.0158
H -3.570 -1.012 -2.599 0.0879
H -8.045 0.285 -3.245 0.0846
H -7.242 2.304 -4.013 0.0703
C 0.078 1.901 4.808 -0.0410
C 0.494 1.289 3.447 0.0064
C 1.412 0.102 3.467 0.0564
C 2.001 -0.557 4.769 -0.0723
C 1.711 0.269 6.111 0.0852
C 0.679 1.395 5.998 -0.0811
N 2.759 -1.740 4.743 -0.3374
O 2.922 -2.364 3.624 0.0166
O 3.204 -2.285 5.782 0.0378
H -0.416 2.792 4.905 0.0521
H 0.330 1.484 2.438 0.0337
H 1.776 -0.426 2.594 0.0731
H 2.169 -0.097 6.932 0.0323
H 0.578 1.814 7.058 0.1059
C 3.560 2.061 0.981 -0.0965
C 4.795 2.381 1.803 0.0014
C 5.244 3.824 1.978 0.0308
C 4.364 4.858 1.345 -0.0939
C 3.087 4.486 0.589 0.0367
C 2.740 3.049 0.465 -0.1190
N 4.832 6.279 1.456 -0.3775
O 5.658 6.475 2.320 0.0637
O 4.224 7.132 0.812 0.0483
H 3.327 0.977 0.627 0.1282
H 5.426 1.547 2.130 0.0873
H 6.225 3.949 2.389 0.0820
H 2.560 5.427 0.386 0.0902
H 1.889 2.687 -0.325 0.1296
C 4.363 1.964 -2.419 -0.3622
O 5.214 1.126 -2.220 0.0078
N 3.185 1.660 -3.036 -0.1766
C 2.337 2.784 -3.524 -0.0218
C 2.730 0.296 -3.118 -0.0365
H 4.478 2.993 -2.110 0.1251
H 1.554 3.168 -2.744 0.1010
H 1.704 2.546 -4.335 0.0687
H 2.890 3.399 -3.988 0.0104
H 3.242 -0.578 -2.832 0.0598
H 2.240 0.133 -4.166 0.1217
H 1.899 0.370 -2.355 0.0966
C -0.438 -4.849 -0.189 -0.3577
O 0.097 -5.412 0.745 0.0109
N -1.587 -5.182 -0.819 -0.1573
C -2.128 -4.552 -1.981 -0.1074
C -2.324 -6.431 -0.282 -0.0355
H 0.182 -4.153 -0.698 0.1087
H -1.521 -3.592 -2.295 0.1262
H -3.095 -4.261 -2.054 0.0075
H -1.979 -5.136 -2.988 0.1125
H -1.898 -7.408 -0.630 0.0809
H -3.320 -6.533 -0.860 0.0907
H -2.568 -6.424 0.830 0.0949
```

Computed properties:
Relative energy (zero: lowest compared OMol25 entry of this formula, charge and spin) in eV: 0.063
HOMO level in eV: -6.50
Charge: -1
Molecular weight in g mol⁻¹: 946.860
Frontier orbital gap in eV: 6.56